## one
DFT (ωB97M-V/def2-TZVPD) results for a cluster of 2 separate species, C3H2INS in total.

```
8
Properties=species:S:1:pos:R:3
C 0.0768 -1.2860 0.1015
C 0.8881 2.0275 -0.3026
C -1.1488 -0.7977 0.2834
N 0.0472 1.9611 0.4778
S 1.6852 -1.0165 0.1033
I -3.1035 -0.5654 0.0648
H -0.2406 -2.2900 0.1550
H 1.7956 1.9670 -0.8832
```

Properties
- Orbital gap (spin up / spin down): 6.82 / 6.82 eV
- Net charge: 0


## two
DFT (ωB97M-V/def2-TZVPD) results for the molecule C3H2INS.

```
8
Properties=species:S:1:pos:R:3
C 0.7187 0.6855 0.0951
C -0.6502 0.4191 0.7646
C 1.7536 1.4491 0.2432
N -1.1468 1.1453 1.6511
S -1.0776 2.4266 2.5094
I 2.6180 3.1487 1.2394
H 0.8552 0.1575 -0.8296
H -1.1464 -0.2932 0.2039
```

Properties
- Orbital gap (spin up / spin down): 7.51 / 7.55 eV
- Net charge: 0


Which structure is the most stable? The one labeled two.


## one
DFT (ωB97M-V/def2-TZVPD) results for a structure of composition CH4N2O2S.

```
10
Properties=species:S:1:pos:R:3
C -0.1211 -0.5141 -1.1757
N 0.6792 0.7241 -0.9792
N -0.5540 -1.1436 0.0659
O 0.4871 -0.7892 0.9631
O 0.0393 1.5381 1.4680
S 1.1019 0.7019 0.5200
H -1.0195 -0.4246 -1.8043
H 0.5636 -1.3376 -1.5377
H -1.4659 -0.7825 0.1837
H 0.2895 2.0275 2.2964
```

Properties
- Orbital gap (spin up / spin down): 5.83 / 7.18 eV
- Net charge: 0
- 2S+1: 3


## two
DFT (ωB97M-V/def2-TZVPD) results for the molecule CH4N2O2S.

```
10
Properties=species:S:1:pos:R:3
C 1.2803 0.8879 -0.1478
N -2.6904 -0.3826 -0.3852
N -3.2744 -0.0924 0.5232
O -1.2622 2.1957 -0.1143
O -1.0479 -0.3097 -0.3706
S -0.6525 1.0044 0.5477
H 1.9317 1.0858 0.7052
H 1.2723 -0.0740 -0.6307
H 1.2987 1.6523 -1.0074
H -2.8006 -0.4642 -1.3609
```

Properties
- Orbital gap (spin up / spin down): 7.41 / 6.91 eV
- Net charge: 0
- 2S+1: 3


Which structure is the most stable? The one labeled two.


## one
DFT (ωB97M-V/def2-TZVPD) results for the molecule N2.

```
2
Properties=species:S:1:pos:R:3
N -0.8246 0.2627 0.1664
N 0.8246 -0.2627 -0.1664
```

Properties
- Orbital gap: 9.02 eV
- SMILES string: N#N
- Net charge: 0


## two
DFT (ωB97M-V/def2-TZVPD) results for the molecule N2.

```
2
Properties=species:S:1:pos:R:3
N 0.0000 0.0000 0.8412
N 0.0000 0.0000 -0.8412
```

Properties
- Orbital gap: 9.61 eV
- SMILES string: N#N
- Net charge: 0


Which structure is the most stable? The one labeled two.


## one
DFT (ωB97M-V/def2-TZVPD) results for the molecule C8H12N2.

```
22
Properties=species:S:1:pos:R:3
C 0.6309 -1.2089 -1.9985
C 1.5877 0.9227 0.8119
C 0.3122 1.1236 1.6305
C 1.3531 0.8082 -0.7379
C -0.9968 0.5894 0.9184
C 0.3920 -0.3268 -0.9556
C -0.7730 -0.5837 -0.0184
C -1.9610 -1.0126 -0.8561
N 0.8546 -1.7389 -2.9779
N 0.0038 -1.6191 0.7061
H 2.2051 1.7037 0.9814
H 2.2452 0.1307 0.8944
H 0.2627 0.4825 2.4599
H 0.3479 2.1580 1.9545
H 0.6446 1.7368 -0.9847
H 2.3803 0.8149 -1.1106
H -1.7191 0.5704 1.6518
H -1.3864 1.2602 0.2200
H -1.6663 -1.6689 -1.6043
H -2.3272 -0.0950 -1.1265
H -2.5557 -1.5361 -0.1366
H 0.1653 -2.5111 0.2782
```

Properties
- Orbital gap (spin up / spin down): 7.98 / 7.98 eV
- Net charge: 0


## two
DFT (ωB97M-V/def2-TZVPD) results for the molecule C8H12N2.

```
22
Properties=species:S:1:pos:R:3
C -2.6625 0.1470 -1.2055
C 2.1022 -0.2560 -0.4060
C -0.2034 0.3628 -0.2944
C 0.7505 -0.6922 -0.1273
C -3.9332 -0.0915 -0.6092
C 3.3082 0.3755 0.1687
C 0.0974 1.7798 0.0393
C 0.5921 -1.7278 0.9129
N -1.4816 0.1471 -0.7033
N 1.6777 -0.9989 -1.3472
H -4.4674 -1.0496 -0.8813
H -4.7277 0.5360 -0.8855
H -3.9034 -0.1053 0.5390
H 3.2150 1.4297 0.2390
H 4.2151 0.1776 -0.5026
H 3.4007 -0.0218 1.1508
H 1.0669 2.0065 -0.1357
H -0.0429 1.8898 1.1179
H -0.6455 2.3974 -0.4660
H 1.4737 -2.1514 1.0507
H 0.0587 -2.6255 0.5061
H 0.1094 -1.5293 1.8396
```

Properties
- Orbital gap: 7.73 eV
- Net charge: 0


Which structure is the most stable? The one labeled one.


## one
DFT (ωB97M-V/def2-TZVPD) results for a structure of composition C15H66BNO29.

```
112
Properties=species:S:1:pos:R:3
C 17.7100 44.5010 3.6870
C 17.2010 43.3670 4.6550
C 16.3850 43.8810 5.8030
C 16.3380 42.7120 6.8980
N 15.7010 43.1080 8.1700
C 15.6770 41.8400 9.1660
C 14.4520 42.0170 10.0560
C 13.4630 42.6400 9.0770
C 14.1940 43.2870 8.0090
C 16.2990 44.2940 8.7940
C 17.8460 44.3950 8.8180
C 18.3560 45.7150 9.6980
H 18.1630 43.9540 2.6970
H 18.3030 45.3160 4.1250
H 16.9110 45.0170 3.1180
H 18.1040 42.9530 5.1060
H 16.3710 42.8550 4.0170
H 15.1610 44.1840 5.5420
H 16.6560 44.7740 6.1880
H 17.4510 42.3340 6.9390
H 15.8320 41.7280 6.4280
H 16.6620 41.7630 9.6290
H 15.4350 40.8740 8.6450
H 14.5780 42.5490 10.9100
H 14.0980 41.0430 10.3430
H 12.7570 43.3150 9.6990
H 12.7680 41.9080 8.6050
H 13.8130 44.2150 8.0500
H 13.7850 42.8220 7.0900
H 16.0330 44.4720 9.8080
H 15.8960 45.1950 8.1850
H 18.4230 44.4750 7.9960
H 18.2060 43.5220 9.4420
H 19.1600 46.0680 8.9950
H 18.5240 45.4900 10.7000
H 17.6540 46.4320 9.6210
O 10.6750 42.5710 3.5790
C 11.8640 42.6960 3.3590
O 12.3440 42.8480 2.2310
B 13.8240 42.4890 2.3000
O 14.0170 42.0910 3.6740
C 12.9320 42.2510 4.2950
O 12.7200 41.8580 5.4740
O 14.5520 43.6800 1.7950
C 15.2290 43.1640 0.8280
O 16.1520 43.7510 0.2980
C 14.9720 41.8260 0.6350
O 13.9790 41.4130 1.3010
O 15.7650 41.0200 0.1130
O 17.7620 49.4720 9.3140
H 18.3320 48.9390 8.6930
H 17.9700 49.2990 10.2460
O 19.7230 41.6060 8.5440
H 20.3530 42.2570 8.5280
H 20.1740 40.9380 7.9810
O 19.8240 48.3610 7.8310
H 20.6560 47.9200 8.1750
H 20.0010 49.3360 7.8010
O 18.5280 47.6570 5.4790
H 19.0700 46.8800 5.2790
H 18.7630 47.9500 6.4840
O 13.4220 45.5820 4.6110
H 12.6490 45.3820 5.0690
H 13.1920 45.2920 3.7180
O 19.2950 40.0780 10.7090
H 19.3520 40.5500 9.9620
H 19.0420 39.1250 10.5790
O 9.9890 41.6760 9.3210
H 10.4480 41.4140 8.5610
H 9.9330 42.5610 9.4340
O 20.4420 45.7830 5.4820
H 21.0600 46.1270 6.2020
H 20.6970 44.7570 5.3610
O 15.4600 38.0860 6.9810
H 16.2490 38.2280 7.5040
H 15.6580 38.7480 6.3280
O 19.6280 41.6390 2.6240
H 19.1200 41.2940 3.2750
H 20.4200 41.0980 2.6500
O 13.9360 42.9820 13.1590
H 13.2540 43.3780 13.7280
H 14.7050 43.3830 13.4040
O 22.0090 46.4660 8.2720
H 22.4130 46.6460 9.0460
H 21.9090 45.5890 8.5930
O 15.9450 39.4550 12.5500
H 16.5360 40.1130 12.1530
H 15.8400 39.1880 11.7350
O 16.1420 46.5070 11.8090
H 17.0370 46.9410 11.9250
H 16.1500 45.6960 12.4530
O 15.7710 47.0000 5.5440
H 16.6600 46.8010 5.2940
H 15.1230 46.2090 5.3810
O 20.6500 46.3920 2.8260
H 20.4810 45.5540 2.3640
H 20.4680 46.2870 3.8100
O 15.3830 48.6120 8.3710
H 16.3830 48.7830 8.4720
H 15.2400 47.9980 7.6350
O 19.9050 44.4400 1.0140
H 20.1010 43.6400 1.3290
H 19.7770 44.1730 0.1430
O 16.9580 46.1070 0.3740
H 16.5750 45.3370 0.7460
H 17.2190 46.7560 0.9640
O 11.4240 40.4380 7.1550
H 11.9130 39.6850 7.4920
H 12.0490 40.9810 6.5930
O 18.1470 41.9930 12.1890
H 18.3720 41.2260 11.8630
H 18.9630 42.4130 12.0530
```

Properties
- Orbital gap: 7.82 eV
- Net charge: 0


## two
DFT (ωB97M-V/def2-TZVPD) results for a cluster of 23 separate species, C15H66BNO29 in total.

```
112
Properties=species:S:1:pos:R:3
C 2.7882 -2.5529 1.5462
C 2.6142 -1.0976 1.1104
C 1.2164 -0.6319 0.9820
C 0.9081 0.7478 0.1998
N -0.4923 1.2181 0.0910
C -1.0744 1.4129 1.5120
C -2.1425 0.2249 1.7580
C -2.1136 -0.6804 0.5428
C -1.4073 0.1478 -0.5586
C -0.6316 2.5813 -0.5973
C -0.2236 2.6193 -2.0928
C -0.1131 4.1162 -2.6364
H 3.6988 -2.8863 1.9253
H 2.5263 -3.4917 1.0501
H 2.0686 -2.7553 2.2595
H 2.9906 -1.0610 -0.0007
H 3.0940 -0.3371 1.7613
H 0.6440 -0.4871 1.9815
H 0.6265 -1.3416 0.4349
H 1.4397 0.6877 -0.8084
H 1.3501 1.4129 0.6415
H -1.4610 2.3772 1.8732
H -0.3426 1.4125 2.3550
H -3.0839 0.8645 1.8366
H -1.9190 -0.3500 2.4526
H -3.1125 -0.9223 0.2711
H -1.5199 -1.5495 0.6073
H -2.4030 0.6398 -1.0302
H -0.7035 -0.4876 -1.1502
H -0.1628 3.2701 -0.0430
H -1.6823 2.9631 -0.6334
H -0.6605 2.0840 -2.7033
H 0.9531 2.3968 -2.1889
H -1.1705 4.3692 -2.9633
H 0.5073 4.2359 -3.5336
H 0.2287 4.8104 -1.7697
O 1.4558 -5.5831 -0.6726
C 0.8784 -5.4904 0.3806
O 1.2711 -6.2831 1.3567
B 0.3683 -6.0967 2.4618
O -0.5449 -5.0259 2.0399
C -0.2302 -4.7599 0.8541
O -0.7803 -3.8652 0.2173
O 1.0504 -5.8968 3.7452
C 0.7420 -6.8272 4.5418
O 1.2776 -6.9543 5.5687
C -0.2257 -7.6984 3.8413
O -0.5110 -7.2922 2.6919
O -0.9258 -8.4865 4.3388
O -3.8233 3.2306 2.5527
H -3.6637 4.1005 2.3146
H -3.3965 3.0791 3.3858
O 0.1912 3.4763 5.3513
H 0.5695 3.3778 4.3690
H -0.7310 3.0180 5.2920
O -6.0361 1.5462 1.1902
H -5.1995 1.6643 1.4572
H -6.4368 2.3924 1.2200
O -3.9128 -1.0477 -2.7399
H -4.6857 -1.1050 -2.2674
H -3.2483 -1.6059 -2.2665
O 2.4588 5.8553 -4.1247
H 2.3220 6.2597 -4.8844
H 2.1235 6.6272 -3.4671
O -5.4513 -2.5114 0.4977
H -6.1810 -3.0694 0.4312
H -4.9616 -2.8604 1.1949
O 0.4297 0.6876 -4.8869
H 0.4594 0.3654 -5.8124
H -0.5275 0.5600 -4.7053
O 0.6440 3.5354 2.7803
H 0.4702 4.5247 2.8299
H 1.4682 3.3191 2.4703
O -2.4494 -3.1955 -1.9916
H -1.9389 -3.5375 -1.2694
H -2.3126 -3.7176 -2.8009
O 3.8717 -3.1100 5.5942
H 3.6628 -2.1934 5.6069
H 4.1756 -3.2035 4.7116
O -3.6962 4.7071 -2.4206
H -3.9323 3.8314 -1.9883
H -3.4945 5.2323 -1.7606
O -0.0646 -3.0220 4.3342
H 0.3842 -3.4290 5.1508
H -0.5472 -3.7835 3.8429
O 2.9213 3.2696 -5.6905
H 2.2791 3.6095 -6.4433
H 2.9264 3.9663 -4.8927
O 4.6954 0.9206 -1.9555
H 5.1529 0.1619 -2.2468
H 3.7281 0.4911 -2.3681
O 5.7395 -3.0674 -0.0937
H 5.8406 -2.4849 -0.8890
H 5.4839 -3.8071 -0.6933
O 0.7951 -2.2474 -2.0533
H 0.6013 -2.5273 -1.0669
H 0.1189 -2.5075 -2.6296
O 2.3203 -0.1807 -3.2143
H 1.7656 -0.8773 -2.9329
H 1.7218 0.2771 -3.8555
O 0.2212 -0.2839 4.5086
H -0.0257 -0.1374 5.3733
H -0.0492 -1.1362 4.2747
O 3.6407 2.5442 2.3053
H 3.8126 2.2411 3.1705
H 4.3571 2.3048 1.8311
O -2.1142 2.7802 -5.8478
H -2.8765 3.0492 -5.3103
H -1.5450 3.5554 -5.8259
O -0.7940 5.2135 -6.1949
H -1.3914 5.2926 -6.7867
H -0.9264 5.8810 -5.5119
```

Properties
- Orbital gap: 8.13 eV
- Net charge: 0


Which structure is the most stable? The one labeled two.


## one
DFT (ωB97M-V/def2-TZVPD) results for a cluster of 2 separate species, CHF3N2O in total.

```
8
Properties=species:S:1:pos:R:3
C -0.3110 -0.0315 0.3118
N 0.2193 -1.2133 0.2217
N -0.5447 -3.4299 2.1961
O -1.3828 0.3610 0.7171
F 1.3860 -1.3253 -0.4108
F -1.7531 -3.4507 1.6048
F -0.7383 -2.5187 3.1369
H 0.2811 0.9051 0.0044
```

Properties
- Orbital gap (spin up / spin down): 6.60 / 10.17 eV
- Net charge: 0


## two
DFT (ωB97M-V/def2-TZVPD) results for a cluster of 2 separate species, CHF3N2O in total.

```
8
Properties=species:S:1:pos:R:3
C 1.0819 0.7318 -0.1964
N 0.1668 -0.1192 -0.6998
N -1.1821 -0.9630 0.5479
O 0.8416 1.3529 0.8173
F 0.5669 -0.9705 -1.5899
F -2.2444 -0.4624 0.0382
F -1.1388 -0.4492 1.8359
H 1.9082 0.8796 -0.7532
```

Properties
- Orbital gap (spin up / spin down): 8.21 / 9.47 eV
- Net charge: 0


Which structure is the most stable? The one labeled two.